Entry 1:
67
Properties=species:S:1:pos:R:3:forces:R:3 method="wB97M-V/def2-TZVPD" spin_multiplicity=2 homo_energy_ev="-12.856 / -13.556" energy_ha=-2268.9340 charge=+2 fmax_ev_per_a=1.09
Zr -0.124564 -0.370801 0.339956 0.67 -0.47 -0.72
O -2.677331 -3.308813 -1.365293 -0.18 -0.05 -0.24
C -2.027873 -2.504774 -0.584853 0.11 -0.05 0.25
O -1.522788 -1.418976 -0.993196 -0.03 -0.10 -0.01
C -1.852397 -2.856857 0.803205 0.02 0.06 0.05
C -2.312898 -3.975611 1.454145 -0.12 -0.16 0.01
C -2.036897 -4.120702 2.820020 -0.03 -0.05 0.05
C -1.306995 -3.141769 3.480038 -0.03 -0.20 0.15
C -0.849762 -2.040775 2.776251 -0.05 0.11 -0.07
N -1.125268 -1.895682 1.444148 -0.35 -0.25 0.37
C -0.089558 -0.912271 3.237363 -0.12 -0.05 -0.09
O 0.389000 -0.741067 4.434766 0.05 -0.05 0.29
O 0.131591 0.012357 2.394027 -0.05 0.00 0.31
H -2.728644 -2.958454 -2.271689 -0.02 -0.05 0.03
H -2.883064 -4.721305 0.913992 0.02 0.02 0.04
H -2.394947 -4.986350 3.359644 0.01 0.03 -0.03
H -1.107745 -3.252954 4.540699 0.00 0.00 -0.06
H 0.232818 -1.500235 5.017158 0.01 0.08 0.01
C -1.477084 2.378927 1.392135 -0.08 -0.02 -0.23
N -2.521535 3.364301 1.383021 -0.06 -0.11 -0.12
C -2.628726 3.952279 0.041049 -0.03 -0.06 0.03
N -2.939912 2.924347 -0.959860 0.00 -0.04 0.15
C -1.887696 1.945534 -0.972464 -0.09 -0.07 0.15
N -1.724574 1.258728 0.384644 -0.67 0.53 0.06
C -3.092488 0.666997 0.721883 0.03 0.43 0.08
N -4.127155 1.667337 0.741046 0.14 0.10 -0.13
C -3.792880 2.712202 1.718439 0.03 -0.03 -0.04
C -4.208684 2.283956 -0.592215 0.04 0.01 0.06
H -1.398231 1.930667 2.376797 0.00 -0.08 0.14
H -0.528773 2.841582 1.124032 0.11 0.04 -0.03
H -1.689283 4.441378 -0.217884 0.02 -0.01 -0.01
H -3.420386 4.698814 0.039710 -0.01 0.01 0.01
H -0.939245 2.416884 -1.214730 0.12 0.07 -0.02
H -2.110447 1.174328 -1.710031 -0.03 -0.08 -0.06
H -3.019487 0.186829 1.695837 0.03 -0.04 0.13
H -3.333709 -0.071231 -0.036562 0.01 -0.11 -0.08
H -3.720169 2.268867 2.712242 0.00 -0.01 0.02
H -4.586456 3.456786 1.728412 -0.01 0.01 -0.01
H -4.996908 3.034140 -0.590459 -0.01 0.01 0.01
H -4.458346 1.520569 -1.329878 0.01 -0.02 -0.01
O 2.994424 -2.316024 -5.988573 0.04 -0.08 0.14
C 3.651859 -1.609547 -5.049956 -0.36 0.36 -0.21
O 4.484190 -0.806545 -5.349501 0.19 -0.14 0.06
C 3.201102 -1.771999 -3.627178 0.11 -0.10 -0.02
C 4.175263 -1.801325 -2.629869 0.07 0.02 0.08
C 3.821935 -1.829340 -1.293206 0.14 0.01 0.01
C 2.475982 -1.803391 -0.928165 -0.06 0.02 0.06
S 1.984274 -1.727567 0.770732 -0.06 -0.02 -0.13
C 1.513478 -1.795116 -1.933019 -0.01 -0.05 -0.05
C 1.858841 -1.785552 -3.279553 0.08 0.12 0.04
H 2.441740 -2.997398 -5.585392 0.04 -0.03 -0.05
H 5.220085 -1.787977 -2.919610 -0.06 -0.01 0.01
H 4.585309 -1.857975 -0.524229 -0.03 0.00 -0.04
H 0.466565 -1.850683 -1.662307 -0.02 -0.17 -0.21
H 1.089888 -1.753967 -4.044206 0.02 -0.02 0.05
O 1.100862 1.103530 -0.365450 0.60 0.74 0.31
N 2.362658 1.441973 -0.003165 -0.18 -0.03 -0.41
C 3.318378 1.354745 -0.937004 -0.12 -0.02 -0.12
C 4.614114 1.683497 -0.614263 0.12 0.05 -0.03
C 4.907877 2.103812 0.672320 0.02 0.01 0.05
C 3.886421 2.187366 1.611839 0.16 0.05 0.04
C 2.607600 1.847731 1.252011 -0.02 0.00 -0.05
H 2.995686 1.029937 -1.915476 -0.03 -0.03 0.02
H 5.373469 1.611780 -1.381270 -0.02 0.00 0.04
H 5.921348 2.368607 0.942240 -0.02 0.00 0.00
H 4.070095 2.516920 2.624706 0.02 -0.01 -0.03
H 1.766052 1.885327 1.921996 -0.11 -0.05 0.03

Entry 2:
55
Properties=species:S:1:pos:R:3:forces:R:3 method="wB97M-V/def2-TZVPD" e_above_lowest_kcal_mol=36.7 spin_multiplicity=1 homo_energy_ev=-5.859 energy_ha=-1174.0233 fmax_ev_per_a=2.40
C 0.891999 -3.629606 -2.794605 0.12 -0.20 -0.05
C -0.248378 -3.069274 -2.034181 -0.27 -0.95 0.86
N -1.026436 -3.806540 -1.195321 1.00 0.45 -0.89
C -1.992865 -2.998726 -0.594601 -0.65 1.29 0.29
C -1.814362 -1.690122 -1.077588 -0.71 -0.27 0.36
C -2.630538 -0.663202 -0.592741 0.39 -0.31 -0.18
C -3.629823 -0.965443 0.299376 -0.07 -0.21 0.13
C -3.827090 -2.274413 0.741942 -0.09 0.24 -0.17
C -3.009660 -3.294020 0.316779 0.69 -0.52 -0.52
C -0.711134 -1.728995 -2.022421 0.24 1.88 -0.71
C -0.121842 -0.637322 -2.695280 -0.59 -1.39 1.11
C -0.620257 0.714492 -2.747431 -0.29 0.67 -0.12
C -1.975862 1.017613 -2.998049 0.38 -0.30 0.08
C -2.438657 2.309217 -2.938584 0.06 -0.07 -0.12
C -1.583085 3.359911 -2.621951 0.34 -0.07 0.16
C -2.111730 4.746167 -2.479218 0.05 0.41 -0.01
C -0.232905 3.083971 -2.423699 -0.30 0.25 -0.06
C 0.249336 1.802351 -2.516887 0.01 -0.88 -0.15
H 1.398737 -2.869944 -3.387029 -0.12 0.02 0.09
H 1.627884 -4.066380 -2.119207 -0.03 -0.02 0.09
H 0.560319 -4.411232 -3.478838 -0.04 -0.03 0.00
H -0.886961 -4.788663 -0.952463 0.10 0.57 -0.27
H -2.479229 0.348294 -0.917366 -0.03 0.12 0.12
H -4.279454 -0.180341 0.647316 -0.07 0.12 0.13
H -4.650303 -2.490264 1.401874 -0.04 -0.07 0.19
H -3.154607 -4.306149 0.651055 -0.05 -0.21 0.19
H 0.847149 -0.806936 -3.133176 0.33 -0.04 -0.12
H -2.652124 0.216274 -3.237470 -0.18 -0.20 -0.04
H -3.478644 2.521306 -3.124668 -0.22 -0.03 -0.07
H -1.313367 5.459949 -2.270059 -0.04 -0.09 0.00
H -2.611978 5.069060 -3.393275 -0.08 -0.02 0.01
H -2.830912 4.807581 -1.659984 -0.02 -0.04 -0.04
H 0.435843 3.891600 -2.179629 0.17 0.06 0.10
H 1.295372 1.611167 -2.352365 0.23 0.00 0.16
C 3.139506 0.672427 4.809247 -0.08 -0.07 -0.40
C 2.729484 0.418516 3.347811 -0.59 0.14 0.03
C 3.974437 0.102910 2.503430 -0.28 0.06 0.09
C 1.725008 -0.774639 3.290343 0.81 0.73 0.36
C 1.009952 -0.923713 1.971322 0.20 1.49 -0.65
O 0.587599 -2.028364 1.659792 -0.75 -2.25 -0.38
C 0.867902 0.194248 1.118388 0.56 0.01 1.20
C 1.390043 1.468846 1.431326 -0.33 -1.35 -0.05
O 1.337205 2.394666 0.634335 0.03 1.81 -1.10
C 2.025626 1.688406 2.777389 0.60 -0.56 0.65
H 2.271150 0.901534 5.425297 -0.12 0.02 0.02
H 3.627864 -0.201248 5.235988 0.08 -0.17 0.04
H 3.831511 1.509324 4.885968 0.10 0.12 -0.04
H 3.699067 -0.085436 1.466155 -0.04 0.00 -0.05
H 4.677587 0.934947 2.520645 0.04 0.11 0.03
H 4.490019 -0.778336 2.880145 0.04 -0.14 0.10
H 2.252068 -1.707615 3.502668 -0.02 -0.07 -0.07
H 0.983334 -0.662912 4.084867 -0.14 0.09 0.01
H 0.394651 0.055327 0.164989 -0.21 -0.05 -0.34
H 1.253021 2.026653 3.471499 -0.14 -0.08 0.09
H 2.738529 2.513081 2.698141 0.03 -0.03 -0.09

Entry 3:
69
Properties=species:S:1:pos:R:3:forces:R:3 method="wB97M-V/def2-TZVPD" e_above_lowest_kcal_mol=0.0 spin_multiplicity=1 homo_energy_ev=-13.600 energy_ha=-2681.2433 charge=+2 fmax_ev_per_a=4.03
Ce 3.170395 0.483663 -0.481873 -0.63 0.26 0.27
C -0.021894 3.945764 -2.734516 -1.16 1.19 -0.07
C 0.444032 3.109339 -1.613412 1.58 -2.16 -0.59
N 1.162738 2.035223 -1.757152 -0.82 0.05 -0.80
O 1.250046 1.641332 -3.104152 -0.60 -0.39 0.32
B 1.280492 0.256671 -3.426709 0.53 0.59 0.50
F 3.290548 0.402322 -2.543327 0.52 -0.17 0.26
F 1.622900 -0.009410 -4.649345 -0.25 -0.02 -0.56
O 0.837780 -0.855367 -2.662192 0.64 0.81 -0.18
N 1.132589 -0.648355 -1.339251 -0.23 0.82 -0.76
C 0.652343 -1.476203 -0.520029 0.19 0.53 1.13
C 0.010109 -2.730110 -0.866558 -0.44 -1.37 -0.15
C 0.799514 -0.961176 0.879037 -0.06 1.34 0.31
N 0.877665 0.365397 0.954667 -0.43 -3.29 -0.57
O 0.821425 0.717678 2.272637 -0.17 1.36 1.13
B 0.040486 1.804544 2.603177 0.09 0.03 -0.67
F 3.103282 1.816609 1.090955 0.28 -0.01 -0.53
F -0.106556 2.156061 3.841687 0.17 -0.23 0.64
O -0.678607 2.642745 1.747557 -0.19 0.16 0.35
N -0.581045 2.559666 0.401529 0.04 -0.56 -0.94
C 0.277580 3.328093 -0.154532 -0.70 1.56 0.59
C 1.030554 4.451157 0.539066 -0.71 -1.84 0.89
C 0.732474 -1.865135 2.058678 -0.48 0.45 -0.05
H -0.222480 4.941646 -2.300232 -0.03 -0.24 -0.48
H -0.972184 3.603069 -3.204477 0.52 0.01 0.53
H 0.686608 4.038824 -3.565347 0.11 -0.22 0.46
H 0.268002 -2.915311 -1.908491 0.64 -0.62 0.14
H -1.070594 -2.589015 -1.043711 0.12 -0.26 0.94
H 0.314487 -3.566146 -0.133680 -0.84 1.25 -1.33
H 0.556803 4.806835 1.483449 0.29 -0.35 -0.87
H 1.147774 5.202943 -0.185156 0.17 1.28 -0.77
H 2.011396 4.035287 0.742909 0.40 0.12 0.31
H -0.217240 -2.392145 2.107754 -0.30 0.14 0.02
H 0.936205 -1.351024 2.988219 -0.17 0.07 0.01
H 1.460680 -2.626140 1.954483 0.92 -0.86 -0.30
C 3.564173 -1.642121 0.017673 1.18 -1.71 -0.80
C 4.056912 -2.565983 -0.685734 -1.31 2.49 1.79
C 4.558373 -3.468725 -1.625937 -0.15 0.27 -0.06
C 4.332963 -3.104699 -2.967384 -0.24 0.45 -0.14
C 4.925324 -3.881091 -3.911994 0.62 -0.85 -0.29
C 5.692172 -5.011151 -3.549132 -0.58 -0.26 -2.20
C 5.786192 -5.410103 -2.252543 0.42 -0.45 1.12
C 5.271377 -4.611419 -1.263072 -0.67 1.12 -1.19
H 3.735969 -2.225200 -3.309649 0.53 -0.78 0.77
H 4.765691 -3.627778 -4.940283 0.18 -0.07 -0.46
H 6.098920 -5.639716 -4.366090 -0.15 0.51 0.68
H 6.258170 -6.315616 -1.902525 0.30 -0.14 -0.51
H 5.424945 -4.817123 -0.253009 0.13 -0.42 1.49
C -5.976763 0.329112 4.412749 -1.75 -1.64 -1.02
C -5.120339 0.638175 3.245254 0.67 1.03 -1.32
C -4.903480 1.969320 2.800864 1.10 -0.29 -0.83
C -4.047519 2.227672 1.694943 -1.30 -0.60 0.54
C -4.023527 3.621792 1.145340 0.47 0.51 -0.28
C -3.320342 1.126578 1.086872 -0.35 2.70 0.06
Te -2.338567 1.404363 -0.668735 1.07 0.54 0.36
C -3.525444 -0.143182 1.519288 -1.80 -3.59 0.30
C -3.015459 -1.449754 0.868951 -0.23 0.00 -0.96
C -4.541858 -0.369834 2.465481 0.58 0.30 0.94
H -5.811631 -0.732540 4.693774 -0.28 0.67 -0.01
H -7.075702 0.434458 4.112567 1.36 -0.12 0.45
H -5.813753 0.937686 5.265561 0.28 0.74 0.65
H -5.422078 2.795663 3.300821 0.30 -0.28 -0.28
H -4.650021 4.312049 1.708997 0.25 -0.13 0.27
H -4.339241 3.770399 0.112442 -0.37 -0.71 -0.16
H -3.003509 3.994222 1.084345 0.21 0.27 0.49
H -1.978804 -1.423298 0.506059 -0.29 0.22 0.34
H -3.622745 -1.771688 -0.017188 0.31 0.78 0.44
H -3.149086 -2.331835 1.491379 0.22 0.31 0.58
H -4.839626 -1.377964 2.708256 0.26 -0.27 0.00